CHO3Yb as an isolated structure, computed with wB97M-V/def2-TZVPD.

Summary:
- Expectation value of S²: 0.759
- Total charge: +2
- F_max: 2.6 eV/Å
- Kohn-Sham gap (alpha / beta): 10.070 / 7.630 eV
- Spin multiplicity: 2
- Highest occupied orbital energy (alpha / beta): -21.02 / -21.01 eV
- Energy above the lowest of the compared OMol25 structures with the same formula, charge and spin: 370.4 kJ/mol

XYZ file:
```
6
Properties=species:S:1:pos:R:3:lowdin_spin:R:1
C -1.195 -0.116 -0.148 0.001
O -1.890 -1.112 0.305 0.000
O -0.070 0.139 -0.437 0.010
Yb 2.257 0.382 0.028 0.486
O -2.348 0.387 0.140 0.000
H 4.088 0.460 0.447 0.503
```

***

C5H11O3Zn as an isolated structure, computed with wB97M-V/def2-TZVPD.

Summary:
- Expectation value of S²: 0.754
- Total charge: 0
- F_max: 3.4 eV/Å
- Kohn-Sham gap (alpha / beta): 5.333 / 7.745 eV
- Spin multiplicity: 2
- Highest occupied orbital energy (alpha / beta): -5.01 / -7.39 eV
- Energy above the lowest of the compared OMol25 structures with the same formula, charge and spin: 131.7 kJ/mol

XYZ file:
```
20
Properties=species:S:1:pos:R:3:lowdin_spin:R:1
O -2.055 -0.226 2.200 0.111
C -2.319 0.890 1.739 0.010
C -1.180 1.668 1.139 0.007
O -0.220 0.742 0.698 0.066
C 0.561 1.138 -0.422 0.005
C 1.503 0.001 -0.726 0.016
O 0.723 -1.178 -0.808 0.105
C 1.437 -2.315 -1.261 0.031
Zn -0.669 -1.324 0.844 0.514
H -3.302 1.384 1.642 0.002
H -0.741 2.346 1.889 0.001
H -1.593 2.297 0.329 0.000
H 1.125 2.051 -0.185 0.000
H -0.103 1.332 -1.278 0.000
H 2.262 -0.107 0.066 0.007
H 2.015 0.192 -1.682 0.001
H 0.729 -3.151 -1.297 0.010
H 1.841 -2.128 -2.265 0.001
H 2.258 -2.559 -0.570 0.008
H -2.272 -1.052 -0.052 0.104
```

***

C10H4MnN2O4 as an isolated structure, computed with wB97M-V/def2-TZVPD.

Summary:
- Expectation value of S²: 8.793
- Total charge: +2
- F_max: 9.7 eV/Å
- Kohn-Sham gap (alpha / beta): 4.540 / 5.623 eV
- Spin multiplicity: 6
- Highest occupied orbital energy (alpha / beta): -14.54 / -17.97 eV

XYZ file:
```
21
Properties=species:S:1:pos:R:3:lowdin_spin:R:1
Mn 0.004 -0.310 -1.820 3.501
O 0.023 2.220 -3.461 0.143
C 0.018 1.209 -2.878 0.117
C 1.460 -1.381 -1.432 0.142
O 2.374 -2.058 -1.221 0.140
C -1.473 -1.353 -1.445 0.144
O -2.401 -2.016 -1.241 0.142
C 0.004 -1.221 -3.380 0.250
O 0.000 -2.016 -4.209 0.298
N -0.043 -1.759 4.449 -0.001
C -0.029 -1.024 3.539 0.000
C -0.012 -0.131 2.394 0.004
C 0.004 1.258 2.560 0.031
C 0.020 2.112 1.470 0.006
C 0.019 1.573 0.197 0.035
N 0.003 0.236 0.030 0.023
C -0.013 -0.649 1.093 0.015
H 0.004 1.668 3.557 0.001
H 0.033 3.195 1.569 0.000
H 0.032 2.196 -0.692 0.006
H -0.025 -1.752 0.922 0.001
```

***

C5H11N as an isolated structure, computed with wB97M-V/def2-TZVPD.

Summary:
- Total charge: 0
- F_max: 4.8 eV/Å
- Kohn-Sham gap: 10.217 eV
- Highest occupied orbital energy: -9.15 eV
- Energy above the lowest of the compared OMol25 structures with the same formula, charge and spin: 445.7 kJ/mol

XYZ file:
```
17
Properties=species:S:1:pos:R:3:mulliken_charge:R:1
C 0.249 -0.452 -2.189 -0.705
C 0.095 0.517 -0.999 -0.460
C 0.168 -0.315 0.268 0.121
C -0.333 0.495 1.506 -0.371
C 0.438 1.261 2.321 -0.756
H 1.259 -1.379 -2.008 0.232
H -0.955 -1.072 -2.481 0.206
H 0.520 0.448 -3.026 0.262
H 0.985 1.266 -0.937 0.294
H -0.884 1.261 -1.067 0.280
H 1.185 -0.555 0.379 0.378
H -0.609 -1.909 1.217 0.294
H -1.523 -1.480 -0.183 0.246
H -1.579 0.195 1.680 0.132
H -0.062 1.830 3.067 0.298
H 1.607 1.505 2.199 0.215
N -0.562 -1.617 0.252 -0.664
```

***

A 2-piece molecular cluster, C6H11F overall, computed with wB97M-V/def2-TZVPD.

Summary:
- Total charge: 0
- F_max: 8.5 eV/Å
- SMILES string: C=CC(=C)CC.F
- Kohn-Sham gap: 9.681 eV
- Highest occupied orbital energy: -8.85 eV
- Energy above the lowest of the compared OMol25 structures with the same formula, charge and spin: 246.8 kJ/mol

XYZ file:
```
18
Properties=species:S:1:pos:R:3:mulliken_charge:R:1
C 1.275 -0.169 2.225 -0.889
C 1.193 -0.668 0.958 -0.443
C 0.592 -0.151 -0.266 1.012
C 0.990 -0.647 -1.400 -1.048
C -0.309 1.087 -0.366 -0.573
C -1.760 0.906 -0.942 -0.898
H 2.057 -0.724 2.797 0.238
H 0.817 0.732 2.566 0.288
H 1.776 -1.425 0.735 0.409
H 1.580 -1.661 -1.603 0.208
H 0.855 -0.096 -2.387 0.243
H -0.505 1.513 0.624 0.183
H 0.158 1.751 -1.081 0.398
H -1.664 0.443 -1.996 0.230
H -2.325 1.870 -1.086 0.335
H -2.392 0.302 -0.169 0.275
F -1.181 -1.929 0.581 -0.371
H -1.159 -1.134 0.810 0.405
```

***

One molecule with the formula C4H6O2, computed with wB97M-V/def2-TZVPD.

Summary:
- Total charge: 0
- F_max: 1.7 eV/Å
- SMILES string: C=C(O)C(C)=O
- Kohn-Sham gap: 9.508 eV
- Highest occupied orbital energy: -9.14 eV
- Energy above the lowest of the compared OMol25 structures with the same formula, charge and spin: 187.8 kJ/mol

XYZ file:
```
12
Properties=species:S:1:pos:R:3:mulliken_charge:R:1
C 1.857 0.157 0.434 -1.071
C 0.697 -0.148 -0.180 0.621
O 0.659 -1.400 -0.701 -0.471
C -0.533 0.712 -0.233 0.597
C -1.877 0.037 -0.008 -1.054
O -0.417 1.912 -0.357 -0.522
H 2.331 -0.662 0.976 0.334
H 2.261 1.145 0.540 0.271
H 1.643 -1.477 -0.706 0.359
H -2.643 0.811 0.099 0.319
H -2.133 -0.618 -0.846 0.303
H -1.867 -0.583 0.897 0.313
```

***

H12NaO6 as an isolated structure, computed with wB97M-V/def2-TZVPD.

Summary:
- Total charge: +1
- F_max: 0.4 eV/Å
- Kohn-Sham gap: 11.713 eV
- Highest occupied orbital energy: -14.98 eV
- Energy above the lowest of the compared OMol25 structures with the same formula, charge and spin: 26.7 kJ/mol

XYZ file:
```
19
Properties=species:S:1:pos:R:3:mulliken_charge:R:1
Na 0.460 0.028 0.450 0.780
O 1.352 2.223 1.217 -0.566
H 2.078 2.340 1.845 0.319
H 0.722 2.921 1.422 0.287
O 2.717 -0.224 -0.517 -0.617
H 2.565 -1.077 -0.945 0.310
H 2.895 0.397 -1.236 0.326
O -0.102 0.227 -1.954 -0.506
H -0.734 0.881 -2.281 0.271
H -0.072 -0.457 -2.634 0.292
O 0.464 -2.352 -0.323 -0.592
H -0.482 -2.336 -0.558 0.322
H 0.844 -3.116 -0.773 0.309
O -2.109 -1.460 0.118 -0.577
H -2.949 -1.173 -0.261 0.297
H -2.276 -1.545 1.065 0.292
O -1.643 1.414 1.454 -0.552
H -1.797 2.347 1.654 0.277
H -1.934 0.960 2.257 0.329
```

***

One molecule with the formula C5H8O, computed with wB97M-V/def2-TZVPD.

Summary:
- Total charge: 0
- F_max: 1.5 eV/Å
- SMILES string: C1C[C@@H]2C[C@@H]2O1
- Kohn-Sham gap: 9.893 eV
- Highest occupied orbital energy: -8.74 eV
- Energy above the lowest of the compared OMol25 structures with the same formula, charge and spin: 233.9 kJ/mol

XYZ file:
```
14
Properties=species:S:1:pos:R:3:mulliken_charge:R:1
C 0.800 -1.350 -0.380 -0.354
C -0.213 -0.952 0.692 -0.597
C -0.185 0.585 0.619 0.052
C -1.089 1.310 -0.297 -0.817
C 0.561 1.003 -0.572 -0.260
O 0.886 -0.148 -1.303 -0.409
H 0.509 -2.195 -1.017 0.280
H 1.789 -1.567 0.056 0.242
H -1.215 -1.330 0.455 0.239
H 0.042 -1.232 1.717 0.300
H 0.056 1.159 1.507 0.395
H -1.649 0.827 -1.086 0.262
H -1.691 2.107 0.190 0.310
H 1.313 1.800 -0.620 0.359
```